Entry 1:
The following is a DFT calculation (ωB97M-V/def2-TZVPD) of one molecule with the formula CHClF2O.

Atoms and positions in Å:
C  0.1489  -0.2680  -0.0581
O  -0.9736  0.0329  0.4939
F  0.1165  -0.4545  -1.3771
F  0.7194  -1.2906  0.5731
Cl  1.4930  1.1481  -0.0352
H  -1.5042  0.8322  0.4033

As for the gap between HOMO and LUMO (alpha / beta): 0.222 / 0.282 Eh. Its multiplicity is 3. The net charge is 0. The value obtained for the total energy is -773.6480 Ha. The value obtained for the lowest unoccupied orbital energy (alpha / beta) is 0.52 / -4.52 eV. The relative energy (zero: lowest compared OMol25 entry of this formula, charge and spin) comes out at 24.1 kcal per mole. Its HOMO energy (alpha / beta) is -5.52 / -12.20 eV.

=====

Entry 2:
The following is a DFT calculation (ωB97M-V/def2-TZVPD) of a 2-piece molecular cluster, C10H19NOSi overall.

Atoms and positions in Å:
C  -3.9812  -0.7075  0.2301
C  -2.6475  -1.2503  0.1256
C  -3.9487  0.6219  -0.0077
C  -1.8514  -0.1811  -0.1362
C  1.8536  2.0744  -0.1411
C  0.2115  1.9292  1.7825
C  1.8933  -2.1095  -0.9586
C  1.5384  -0.3300  -2.6511
C  0.3590  1.8520  0.3140
C  0.8236  -1.0888  -1.5396
N  0.9060  -1.9299  3.2072
O  -2.5801  0.9764  -0.2689
Si  -0.0625  0.1115  -0.3052
H  -4.9558  -1.2570  0.4822
H  -2.3213  -2.2893  0.2284
H  -4.7835  1.3110  -0.1062
H  2.4959  1.2134  -0.0781
H  1.7250  2.3548  -1.1505
H  2.1962  2.8744  0.4072
H  0.7480  2.8063  2.1476
H  0.6835  1.1033  2.3289
H  -0.7324  2.0690  2.2050
H  1.6082  -2.3673  0.0686
H  2.0223  -2.9782  -1.5212
H  2.8198  -1.5340  -0.9228
H  0.7035  0.0566  -3.2683
H  2.1367  -0.8856  -3.3582
H  2.0883  0.5498  -2.2693
H  -0.2535  2.6261  -0.3177
H  0.0106  -1.7598  -1.8537
H  1.3481  -2.1822  4.0538
H  -0.0538  -1.6796  3.2733

As for the gap between HOMO and LUMO (alpha / beta): 0.328 / 0.188 Eh. The net charge is 0. The value obtained for the total energy is -811.7107 Ha. The value obtained for the lowest unoccupied orbital energy (alpha / beta) is 0.17 / -0.76 eV. The relative energy (zero: lowest compared OMol25 entry of this formula, charge and spin) comes out at 99.7 kcal per mole. Its HOMO energy (alpha / beta) is -8.75 / -5.87 eV.

=====

Entry 3:
The following is a DFT calculation (ωB97M-V/def2-TZVPD) of a 2-piece molecular cluster, CH5NOS2 overall.

Atoms and positions in Å:
S  1.3398  -0.0171  -2.2592
S  1.4608  -1.8554  -1.2794
H  0.4486  -0.4747  -3.1267
H  1.9277  -1.3430  -0.1310
C  -0.8535  0.7538  0.4823
N  -0.9613  0.5180  1.8208
O  -1.6222  0.3815  -0.3630
H  0.0460  1.3498  0.2357
H  -1.5463  -0.2034  2.2087
H  -0.2395  0.8905  2.4118

As for the gap between HOMO and LUMO: 0.324 Eh. The net charge is 0. The value obtained for the total energy is -967.4624 Ha. The value obtained for the lowest unoccupied orbital energy is 0.34 eV. The relative energy (zero: lowest compared OMol25 entry of this formula, charge and spin) comes out at 9.4 kcal per mole. The SMILES is NC=O.SS. Its HOMO energy is -8.49 eV.

=====

Entry 4:
The following is a DFT calculation (ωB97M-V/def2-TZVPD) of C20H24FN6O3RuS as an isolated structure.

Atoms and positions in Å:
Ru  -2.3477  -0.5359  0.1369
C  3.5505  4.2944  -1.7370
C  3.3325  3.8405  -0.2945
C  4.6266  3.5010  0.4309
C  5.3035  2.2945  -0.2055
C  4.3380  1.1497  -0.3162
C  4.7991  -0.1464  -0.3838
C  3.9076  -1.2108  -0.4836
F  4.3888  -2.4530  -0.5542
C  2.5522  -1.0138  -0.4825
C  2.0558  0.2889  -0.3787
C  0.6178  0.4924  -0.2971
O  -0.1442  -0.5233  -0.1777
C  0.1943  1.8443  -0.3371
C  1.1188  2.8617  -0.3216
N  2.4311  2.6656  -0.2857
C  2.9434  1.3842  -0.3320
C  -1.2686  2.2244  -0.4095
O  -1.6021  3.3496  -0.1147
O  -2.0667  1.2825  -0.8344
H  4.2523  5.1271  -1.7572
H  2.6152  4.6338  -2.1820
H  3.9455  3.4867  -2.3527
H  2.8292  4.6380  0.2528
H  4.4040  3.2743  1.4764
H  5.2863  4.3667  0.4127
H  6.1669  1.9915  0.3864
H  5.6888  2.5438  -1.1982
H  5.8616  -0.3487  -0.3470
H  1.8741  -1.8508  -0.5494
H  0.7668  3.8856  -0.3341
N  -4.6012  0.4552  0.0801
N  -5.1769  0.5183  1.3491
C  -4.4611  0.3658  2.4593
N  -5.0587  0.4986  3.6310
S  -2.7813  0.0194  2.4593
H  -4.3863  1.3869  -0.2791
H  -5.2263  -0.0179  -0.5646
H  -6.1413  0.8152  1.4293
H  -6.0351  0.7293  3.7398
H  -4.5120  0.3731  4.4700
C  -0.4434  -5.3732  -1.5501
C  -1.4757  -4.5117  -0.9264
C  -2.5300  -4.8136  -0.0714
C  -3.1478  -3.6069  0.2368
N  -2.5118  -2.6068  -0.4020
N  -1.5009  -3.1816  -1.0967
C  -4.3274  -3.3507  1.1087
H  -0.6649  -6.4208  -1.3702
H  0.5358  -5.1489  -1.1235
H  -0.3883  -5.1970  -2.6247
H  -2.8165  -5.7891  0.2802
H  -0.8822  -2.6186  -1.6595
H  -4.6331  -4.2653  1.6093
H  -5.1691  -2.9903  0.5149
H  -4.0859  -2.6082  1.8708

As for the gap between HOMO and LUMO (alpha / beta): 0.196 / 0.213 Eh. Its multiplicity is 2. The net charge is +2. The value obtained for the total energy is -1923.2357 Ha. The value obtained for the lowest unoccupied orbital energy (alpha / beta) is -8.24 / -7.78 eV. The relative energy (zero: lowest compared OMol25 entry of this formula, charge and spin) comes out at 41.5 kcal per mole. Its HOMO energy (alpha / beta) is -13.57 / -13.58 eV.

=====

Entry 5:
The following is a DFT calculation (ωB97M-V/def2-TZVPD) of C16H20CrF6N3O8S2 as an isolated structure.

Atoms and positions in Å:
Cr  -0.9642  0.2150  -0.5636
C  -0.6535  0.8829  3.5791
C  -0.9169  1.4607  2.1968
O  -1.6366  0.8075  1.4337
C  -0.2701  2.6968  1.8376
C  0.1733  3.5974  2.8222
C  0.7968  4.7846  2.5115
C  1.0175  5.1068  1.1667
C  0.6342  4.2368  0.1756
C  -0.0217  3.0021  0.4483
O  -0.2936  2.2212  -0.5122
H  -0.8788  -0.1803  3.5583
H  -1.2961  1.3646  4.3200
H  0.3881  1.0356  3.8581
H  -0.0208  3.3673  3.8629
H  1.1128  5.4627  3.2956
H  1.5048  6.0406  0.9067
H  0.8181  4.4814  -0.8635
N  -0.8495  -0.1094  -3.1508
N  -1.9444  0.6473  -3.6219
C  -2.8851  1.1512  -2.6580
O  -3.9487  1.5445  -3.1440
O  -2.5066  1.1945  -1.4573
H  -0.0947  -0.0339  -3.8183
H  -1.0885  -1.0849  -2.9906
H  -2.4390  0.2438  -4.4077
F  -3.6186  -3.5952  1.5500
C  -3.0325  -2.5155  0.9823
F  -1.9431  -2.2679  1.6889
F  -3.8840  -1.4967  1.1188
S  -2.7646  -2.8640  -0.8397
O  -2.3080  -1.5892  -1.4064
O  -4.0909  -3.2637  -1.2263
N  -1.7885  -4.0763  -0.9396
S  -0.2519  -3.8554  -1.4822
O  0.0751  -1.3426  0.0183
O  -0.0144  -4.8977  -2.5065
C  0.4301  -4.8170  0.0200
F  -0.1477  -6.0296  0.0633
F  0.2402  -4.2552  1.2164
F  1.7615  -5.0529  -0.0904
C  3.2614  -0.9932  0.3983
C  2.2384  -0.1952  -0.4240
C  2.2013  -0.7291  -1.8541
C  2.6653  1.2748  -0.4577
C  0.8573  -0.3067  0.2522
H  4.2739  -0.8401  0.0107
H  3.0368  -2.0574  0.3576
H  3.2377  -0.6711  1.4415
H  3.2094  -0.7612  -2.2775
H  1.5783  -0.0665  -2.4516
H  1.7797  -1.7318  -1.8806
H  3.6451  1.3802  -0.9322
H  2.7156  1.6867  0.5522
H  1.9325  1.8534  -1.0153
H  0.9678  -0.0607  1.3285

As for the gap between HOMO and LUMO (alpha / beta): 0.233 / 0.225 Eh. Its multiplicity is 4. The net charge is -2. The value obtained for the total energy is -3828.0236 Ha. The value obtained for the lowest unoccupied orbital energy (alpha / beta) is 4.67 / 4.67 eV. The relative energy (zero: lowest compared OMol25 entry of this formula, charge and spin) comes out at 21.1 kcal per mole. Its HOMO energy (alpha / beta) is -1.66 / -1.45 eV.

=====

| no. | largest force on an atom (eV/Å) |
| --- | --- |
| 1 | 5.70 |
| 2 | 3.61 |
| 3 | 0.46 |
| 4 | 3.33 |
| 5 | 1.25 |